Here is a gas-phase ion, C5H11NO (charge +1) from the Open Molecules 2025 dataset. Energies are from the ωB97M-V functional and the def2-TZVPD basis.

Structure (XYZ):
```
18
Properties=species:S:1:pos:R:3:forces:R:3
C 0.186 1.807 -1.381 1.5 -1.5 -2.0
O -0.576 2.443 -2.481 1.3 -3.0 -0.3
C -0.651 1.246 -0.181 2.1 -0.9 0.4
C -1.011 -0.390 -0.072 -0.5 1.5 -0.4
C 0.169 -1.191 0.483 -1.2 1.3 -3.6
C 1.169 -1.975 2.330 -2.2 0.0 2.6
N 0.328 -1.078 1.867 3.1 -3.7 0.2
H 0.940 0.972 -1.946 -2.0 1.8 1.9
H 0.932 2.549 -0.992 -0.9 -0.4 -0.2
H -0.407 1.798 -3.268 -0.7 2.1 2.0
H -0.015 1.344 0.746 -0.3 0.1 -0.7
H -1.488 1.900 0.021 -0.7 -0.3 -0.3
H -1.838 -0.434 0.628 -0.1 0.0 0.4
H -1.475 -0.736 -1.011 0.8 0.0 0.1
H -0.070 -2.299 0.187 0.0 1.2 0.8
H 1.106 -0.999 -0.104 -0.6 0.0 0.6
H 1.381 -2.048 3.479 0.2 0.6 -2.3
H 1.319 -2.908 1.693 0.2 1.3 1.0
```
Positions in Å, forces in eV/Å.

Computed properties:
2S+1: 2
Charge: +1
Kohn-Sham gap (alpha / beta): 8.30 / 4.08 eV
Relative energy (zero: lowest compared OMol25 entry of this formula, charge and spin): 115.97 kcal/mol